1.
This record from the Open Molecules 2025 dataset describes 11 unconnected molecules or ions with the total composition C4H27NO13 in a non-equilibrium geometry. The level of theory is ωB97M-V/def2-TZVPD.

```
! RIJCOSX wB97M-V def2-TZVPD def2/J DEFGRID3
* xyz 0 1
H -2.45951 3.85059 -1.82663
C 0.33729 1.21855 -1.16810
C -0.04692 0.16603 -0.10263
H 0.26629 -2.17225 2.83093
H -0.52906 1.72202 -1.57924
H 0.64259 -1.43548 4.09109
O -0.12423 -3.61506 -1.36591
H -3.01942 -2.33626 -1.08309
H 0.99118 -3.68812 1.11359
C -1.22867 0.68772 0.76795
O 2.02868 -0.22175 -2.27116
H 0.33549 -3.98352 -2.11969
H -3.88196 -0.30258 -2.70314
O 2.43261 0.87442 2.29809
H 2.11903 2.40087 1.87769
H 2.26596 0.26239 1.54134
H 1.00963 0.58884 -4.18109
H 0.47663 -2.80964 -0.03232
H -2.17187 0.41628 2.59319
O 2.72540 -0.80450 0.27635
H 2.28007 -1.68080 0.36828
H -1.71007 3.01344 -0.56423
O -2.50668 -2.54367 -1.87552
N -1.39922 0.17292 1.99950
H -2.93666 -2.05503 -2.61871
O -3.82906 -0.84955 -3.51798
H 0.78603 -0.22857 0.46437
H 3.29169 3.27423 1.41602
H 0.73815 1.56098 2.51417
H 0.67773 2.86896 3.32325
O 0.83262 -2.75804 0.90990
O 0.63423 1.02980 -3.41243
H 3.38700 1.01907 2.26177
H -1.07603 -3.46301 -1.61654
H -3.20671 -0.43227 -4.14387
O 2.34366 3.33254 1.55635
H -0.60491 -0.27777 2.43477
H 2.58335 -0.54395 -0.65396
H -0.40010 -0.63021 -0.77034
O -1.76319 3.76450 -1.17784
O -0.13033 -1.78140 3.61755
O -2.11949 1.43051 0.33069
O 0.13498 2.18073 2.92962
C 1.19675 0.65993 -2.20318
H 0.62708 2.11811 -0.52889
*
```

Gap between HOMO and LUMO ... 9.699 eV
SMILES ... NC(=O)CCC(=O)O.O.O.O.O.O.O.O.O.O.O
DFT total energy ... -1201.50880 a.u.
Highest occupied orbital energy ... -0.3589 Ha
Relative energy (zero: lowest compared OMol25 entry of this formula, charge and spin) ... 39.4 kcal per mole



2.
This record from the Open Molecules 2025 dataset describes 10 unconnected molecules or ions with the total composition C4H28N2O10 in a non-equilibrium geometry. The level of theory is ωB97M-V/def2-TZVPD.

```
! RIJCOSX wB97M-V def2-TZVPD def2/J DEFGRID3
* xyz 0 1
C 2.00121 -0.99090 -0.47831
H -3.28943 -1.90853 -0.18183
H 1.88325 -0.54016 -1.45996
O 1.67646 0.75579 3.83393
O -0.64877 2.68411 -2.43921
H 2.01610 3.20274 -1.01712
H 4.25477 -0.93370 -0.77032
C 0.77289 -2.71411 -1.72942
H -2.83816 0.99174 0.57568
O -0.88067 1.65755 0.43516
H -3.97157 1.58523 1.39598
H 1.73018 2.02835 -1.97711
H -0.14737 -0.42893 -3.88249
N 1.09807 -0.50811 0.60162
H 3.63653 0.27112 0.20136
O -2.05188 3.25817 2.19904
C 3.48325 -0.80861 0.02592
O 2.41410 2.62746 -1.67159
C 1.87744 -2.54396 -0.75260
H 1.54541 -0.49181 1.51102
H 3.66447 -1.29207 0.97204
H -1.55258 2.49179 1.83339
O -2.55987 -1.69401 0.41668
H -3.13306 -1.55278 1.19351
H -1.13558 -0.29104 3.99854
O 1.03772 -2.62008 -2.91181
H -0.38290 3.30084 -3.14163
H -0.71776 -0.84528 -2.58131
N -0.50771 -2.97574 -1.26639
H -0.06271 1.51270 0.92494
H -0.58297 1.60292 -0.48386
H 0.27409 -1.06734 0.80825
O -3.63602 0.75453 1.04926
H -0.74065 -2.86672 -0.29717
H 2.84016 -2.80181 -1.22629
H 1.74622 -3.10325 0.18565
H -1.28113 -3.37162 -1.76681
H -2.16157 0.65991 3.46466
H 2.58727 0.69232 4.22012
H 1.39613 1.43514 4.45979
O -1.68601 0.44891 4.27566
H -0.46526 1.84744 -2.85710
H -1.93423 3.94229 1.53192
O -0.63891 -0.05872 -3.14033
*
```

Gap between HOMO and LUMO ... 9.921 eV
SMILES ... C[C@H](N)CC(N)=O.O.O.O.O.O.O.O.O.O
DFT total energy ... -1031.11855 a.u.
Highest occupied orbital energy ... -0.3545 Ha
Relative energy (zero: lowest compared OMol25 entry of this formula, charge and spin) ... 53.7 kcal per mole



3.
This record from the Open Molecules 2025 dataset describes 11 unconnected molecules or ions with the total composition C4H28N2O12 in a non-equilibrium geometry. The level of theory is ωB97M-V/def2-TZVPD.

```
! RIJCOSX wB97M-V def2-TZVPD def2/J DEFGRID3
* xyz 0 1
H -1.26326 -1.66588 0.22346
H 4.40876 0.49230 -1.27886
H 2.16153 0.14403 1.01927
H -3.01741 2.11485 0.78287
H 0.88530 -2.62254 1.75355
O 0.73151 -2.09914 -1.38813
H -1.34517 -0.82124 -1.85644
O -0.72489 1.17607 0.76075
C -0.88157 1.19568 -1.59296
H 2.44639 -1.93211 -0.31437
O 2.38619 0.44119 -3.76587
O 3.67136 -0.17881 -1.56666
H -3.53955 3.39479 -1.35600
H 2.22015 0.16993 -4.64841
H -3.96329 -1.49245 -1.47310
C -3.54356 2.37252 -1.07236
H 3.29074 2.18618 1.53654
H -1.65548 -2.48135 1.59520
O 2.29151 0.84727 0.42422
H -0.13392 -0.49860 2.91602
H -4.55241 2.25752 -0.52072
O 3.96285 1.75441 2.12474
O 0.39014 -2.65056 2.52035
H 1.42793 1.29050 0.30491
H -0.11135 1.92643 -1.92365
H -3.67677 1.89186 -2.10126
N -0.51670 -0.26521 -1.67633
O -2.72530 1.74518 3.34361
H -1.78186 1.58181 3.54461
O 3.03861 -2.45444 0.23602
O -1.98415 -2.10512 0.68639
H 1.53051 -0.20844 -1.44625
N -2.58803 2.11567 -0.05273
H -1.27646 -0.01656 1.91368
H 3.08198 0.04297 -3.37026
O -3.24365 -0.96081 -1.26279
C -1.36988 1.58535 -0.18541
H 3.98758 0.90260 1.70980
H 0.59335 -2.97202 3.37588
C 0.64405 -0.85347 -1.47809
O -1.05607 -0.41041 2.74821
H -1.62198 1.26679 -2.43322
H -3.16653 -1.17088 -0.42074
H -2.92241 1.04678 2.76721
H 3.87857 -1.05635 -1.05320
H 2.84903 -3.36324 -0.05697
*
```

Gap between HOMO and LUMO ... 10.361 eV
SMILES ... CNC(=O)CNC=O.O.O.O.O.O.O.O.O.O.O
DFT total energy ... -1181.52344 a.u.
Highest occupied orbital energy ... -0.3697 Ha
Relative energy (zero: lowest compared OMol25 entry of this formula, charge and spin) ... 113.5 kcal per mole



4.
This record from the Open Molecules 2025 dataset describes 10 unconnected molecules or ions with the total composition C4H28NO10S in a non-equilibrium geometry. The level of theory is ωB97M-V/def2-TZVPD.

```
! RIJCOSX wB97M-V def2-TZVPD def2/J DEFGRID3
* xyz -1 1
H -0.41365 1.71626 -2.91422
O -0.30746 2.65593 -3.23441
H -0.38541 2.01883 1.22768
H 1.10100 -4.10443 -1.49645
H -2.85577 2.88287 1.25742
O -1.21098 -0.66917 4.39317
H 3.29837 0.03650 0.29257
H -3.02013 1.14727 -1.47213
O 0.40413 -1.28214 -0.56309
O 0.28130 4.17982 1.41500
H 1.84511 0.76100 -0.88037
H 3.11138 -1.59432 -0.25042
C -2.32701 2.24546 0.40078
H 0.14442 3.99212 0.57991
H 2.28826 -2.15533 1.27550
O 3.29675 -0.92907 0.49728
H -0.09707 -3.15848 -1.69173
C -1.05867 1.47789 0.68008
O 1.11373 -0.48544 2.57448
H 1.16718 3.74871 1.54764
H -2.21879 -2.47802 -1.03460
O 1.53931 -0.54577 -2.73478
O 1.47221 -2.67958 1.36465
H -0.75604 0.17772 4.20611
C -0.64913 -0.50002 -0.89902
H 1.41121 -0.64679 -1.88022
H -0.60809 -1.13856 3.73903
N 1.12833 0.98998 -0.21973
O 0.23815 -4.03154 -1.90371
H 1.39264 0.41866 0.48235
H -0.34395 1.57262 -1.55664
H 1.08219 -1.41611 2.44895
H 1.00611 -2.02032 0.65241
H -1.54894 -3.04534 0.29283
H -2.22689 2.98403 -0.33238
H 1.24552 -1.35938 -3.20482
H -1.15355 0.70099 1.49904
H -1.48259 -0.79161 -0.32401
C -0.28813 0.91082 -0.58430
S -3.79231 1.30334 -0.38896
H -0.68801 -0.69565 -2.01646
O -1.92566 -3.22465 -0.51717
H 0.07500 3.11484 -2.45048
H 0.71598 -0.08392 1.72321
*
```

Gap between HOMO and LUMO ... 8.144 eV
DFT total energy ... -1374.43520 a.u.
Highest occupied orbital energy ... -0.2017 Ha
Relative energy (zero: lowest compared OMol25 entry of this formula, charge and spin) ... 150.7 kcal per mole



5.
This record from the Open Molecules 2025 dataset describes 11 unconnected molecules or ions with the total composition C4H28NO12 in a non-equilibrium geometry. The level of theory is ωB97M-V/def2-TZVPD.

```
! RIJCOSX wB97M-V def2-TZVPD def2/J DEFGRID3
* xyz -1 1
H 0.51884 0.36520 -0.48000
H 0.19609 -2.58139 -0.68745
H -0.16279 -0.37621 1.74181
O -3.17307 0.22986 0.08570
H 1.00988 -2.39112 -3.57680
C 0.36064 -1.56455 -1.03602
H 2.87915 2.71156 -1.91589
H 2.39167 -2.42241 -3.14266
H -1.55778 2.74287 0.47298
O 3.67896 -0.61017 -2.92410
O -1.89518 -3.46567 -0.54473
C 1.48107 1.22186 2.52872
O -1.63345 3.06911 -0.44963
H -3.30928 0.89388 -0.58917
H -2.93510 -2.12236 1.56822
H -2.58112 -4.00922 -0.14991
H 3.95325 -0.34460 -2.05388
H -1.87548 0.18617 2.92080
H 0.74052 3.12625 -1.12107
C 1.93974 -0.00834 1.74794
O 0.49032 1.96954 1.85708
H 3.09680 -0.03500 -3.40520
O -1.54454 -0.41663 3.66352
O -3.79966 -2.23063 1.16470
N 0.51110 -0.58736 -0.13718
C 0.72769 -0.82328 1.31101
H -2.03570 -2.58264 -0.20000
O 0.26991 -1.33284 -2.24184
H 1.13490 2.81996 0.31035
H 2.56704 -0.64052 2.38954
H -1.96777 2.16769 2.73794
H 2.26599 1.97316 2.67734
O 1.76653 -3.02293 -3.56812
H -0.51262 1.71864 1.79955
O 1.38827 2.62604 -0.60846
H 1.84112 1.95734 -2.50681
H 0.77965 -1.88244 1.54901
H -4.14788 -1.35947 0.97716
H 1.21797 1.04890 3.56787
H -2.62467 0.66851 0.79759
H 2.50452 0.29767 0.86621
O -2.02098 1.60721 1.96116
O 2.68885 2.32677 -2.78287
H -2.10634 2.35455 -0.87895
H -1.60399 0.32532 4.28315
*
```

Gap between HOMO and LUMO ... 9.435 eV
DFT total energy ... -1126.91279 a.u.
Highest occupied orbital energy ... -0.2431 Ha
Relative energy (zero: lowest compared OMol25 entry of this formula, charge and spin) ... 49.0 kcal per mole



6.
This record from the Open Molecules 2025 dataset describes 13 unconnected molecules or ions with the total composition C4H28O16 in a non-equilibrium geometry. The level of theory is ωB97M-V/def2-TZVPD.

```
! RIJCOSX wB97M-V def2-TZVPD def2/J DEFGRID3
* xyz -2 1
H -0.55105 2.48211 0.92926
O 1.12161 1.39996 2.53006
H 1.94372 1.21992 -1.87491
O -2.25106 -0.96290 -4.35199
C -0.97523 -1.66840 1.03248
O -1.18770 -2.86583 0.97824
H -2.04016 -1.78282 -4.00214
O 0.54638 0.59572 -2.62367
H -3.15103 -1.48618 2.21295
H -2.05449 -0.34190 -3.64021
O 3.40285 -2.39007 -0.07260
H -1.09657 -1.89886 -1.48946
H -1.40669 0.49593 2.07498
H 0.75134 -1.75670 -1.70001
O 1.09251 -4.10279 -0.13428
H 1.59735 3.40857 0.44253
H 3.37549 1.02204 -1.42346
O -1.61480 0.47455 -2.05473
H 3.09572 -2.03113 0.72629
C -0.42250 0.07390 -1.99144
H 3.32696 -0.47115 3.53889
O -1.72706 -0.84769 1.69102
C 0.11910 -1.04597 0.17556
H 2.63798 2.64546 -0.20888
H -1.42598 2.67313 -2.56329
H 0.52987 -3.71752 -0.71674
O 2.52360 3.14078 0.59084
H 1.67929 1.89047 2.02126
O -0.92909 3.44663 -2.40678
H 0.55535 -3.81845 0.63982
H 2.83023 -3.15032 -0.34169
H -0.19297 0.10636 0.23831
C -0.21212 -1.25683 -1.31478
O -3.35668 -2.42124 2.39681
O 2.69024 1.74215 -1.57625
H 2.03910 -0.18845 2.99837
H -2.48622 0.78487 -0.68102
H -2.26835 1.79364 1.62407
O -0.12082 2.97309 0.21438
O -2.97825 0.95690 0.14699
O 2.75837 -0.75106 3.01804
H -0.05023 3.25548 -2.65304
H -2.43219 -2.78276 2.40596
H 0.13715 1.62500 2.32077
O -1.51404 1.57484 2.15639
H 1.23348 -1.29989 0.46445
H -2.94866 0.42653 0.88334
H -0.59373 2.83094 -0.63070
*
```

Gap between HOMO and LUMO ... 9.014 eV
DFT total energy ... -1373.14219 a.u.
Highest occupied orbital energy ... -0.1431 Ha



The lowest highest occupied orbital energy belongs to which entry? C4H28N2O12



Among the records above, which one has the lowest highest occupied orbital energy? C4H28N2O12



Look up the highest occupied orbital energy of the third one. -0.3697 Ha



gap between HOMO and LUMO of number 4 (C4H28NO10S)? 8.144 eV